{
  "formula": "C4H12N2O4S2",
  "method": "ωB97M-V/def2-TZVPD",
  "symbols": ["C", "C", "C", "C", "N", "N", "O", "O", "O", "O", "S", "S", "H", "H", "H", "H", "H", "H", "H", "H", "H", "H", "H", "H"],
  "xyz": [[3.5442, 2.0390, 0.0270], [2.1377, 1.3410, -1.9211], [-0.0922, -2.1406, 1.3562], [-3.8617, -1.6545, 0.3532], [2.6674, 0.9665, -0.6090], [1.7791, 0.2708, 0.1693], [-1.4675, 0.9692, 0.2837], [-3.6737, 0.8586, -0.8022], [0.0828, -0.6828, 1.4147], [-3.1608, -0.7305, 1.0644], [0.2086, 0.0569, -0.0374], [-3.0366, 0.8968, 0.4702], [4.1020, 2.6785, -0.7805], [3.1409, 2.7073, 0.7663], [4.2316, 1.4897, 0.6633], [1.4354, 0.5276, -2.2398], [1.5587, 2.2173, -1.9923], [3.0048, 1.4030, -2.6173], [0.9729, -2.6691, 1.1857], [-0.8298, -2.3611, 0.5912], [-0.4818, -2.5707, 2.3033], [-3.0976, -2.1672, -0.3173], [-4.5157, -1.1776, -0.3507], [-4.6488, -2.2681, 1.0190]],
  "orbital_gap_ev": 8.0,
  "lumo_energy_ev": -0.64,
  "relative_energy_kj_mol": 209.7,
  "charge": 0,
  "e_homo_ev": -8.65,
  "e_tot_ha": -1366.2237
}

---

{
  "formula": "C5H3O6Y",
  "method": "ωB97M-V/def2-TZVPD",
  "symbols": ["O", "C", "Y", "O", "C", "C", "O", "C", "O", "C", "O", "H", "O", "H", "H"],
  "xyz": [[0.9749, 1.0098, -3.3266], [1.0256, 0.7205, -2.1951], [0.2704, 0.4532, 0.1427], [-1.9927, 1.5929, -2.4358], [-1.4425, 1.2758, -1.4745], [-1.5980, -0.4824, 1.3088], [-2.4921, -1.0266, 1.8074], [1.2916, -1.7335, 0.5443], [1.4293, -2.6153, 1.3423], [-0.9131, -1.4567, -0.8906], [-1.1729, -2.5660, -1.0721], [1.8680, -1.6998, -0.4637], [0.9099, 1.9695, 1.9012], [1.3196, 1.7000, 2.7546], [0.5219, 2.8586, 2.0571]],
  "orbital_gap_ev": [6.0, 6.0],
  "lumo_energy_ev": [-10.11, -10.11],
  "relative_energy_kj_mol": 38.4,
  "charge": 2,
  "e_homo_ev": [-16.08, -16.07],
  "e_tot_ha": -681.3889
}

---

{
  "formula": "C36H41CeN15",
  "method": "ωB97M-V/def2-TZVPD",
  "symbols": ["Ce", "C", "N", "C", "C", "N", "C", "C", "C", "C", "C", "C", "N", "C", "N", "C", "C", "C", "C", "C", "C", "N", "H", "H", "H", "H", "H", "H", "H", "H", "H", "H", "H", "H", "H", "H", "H", "C", "N", "C", "C", "N", "N", "C", "N", "N", "H", "H", "H", "H", "H", "H", "H", "H", "H", "H", "H", "C", "C", "C", "C", "C", "C", "N", "N", "C", "C", "C", "C", "C", "N", "H", "H", "H", "H", "H", "H", "H", "H", "H", "N", "C", "C", "C", "N", "C", "C", "H", "H", "H", "H", "H", "H"],
  "xyz": [[-0.4293, -0.3602, 0.1816], [-1.5321, 1.2428, -2.6390], [-2.0363, 1.2804, -1.2097], [-3.3968, 0.7296, -1.0998], [-3.3623, -0.7657, -1.2025], [-2.2715, -1.5036, -1.0646], [-2.6860, -2.8247, -1.2825], [-1.9639, -4.0164, -1.2965], [-2.6608, -5.1802, -1.5560], [-4.0383, -5.1732, -1.8105], [-4.7659, -4.0007, -1.8123], [-4.0614, -2.8347, -1.5411], [-4.4478, -1.5043, -1.4839], [-0.0741, 1.5020, -2.7970], [1.7254, -0.1067, -2.1316], [2.8216, 0.5132, -2.7314], [3.9285, -0.0097, -3.2879], [5.0548, 0.8529, -3.5678], [5.0688, 2.1731, -3.3061], [3.8479, 2.8524, -2.8636], [2.6806, 1.9614, -2.5689], [0.4219, 2.8695, -2.3995], [-2.0575, 1.9756, -3.2601], [-1.7565, 0.2515, -3.0345], [-2.1085, 2.2547, -0.9401], [-4.0528, 1.1250, -1.8831], [-3.8182, 1.0230, -0.1333], [-0.8949, -4.0298, -1.1303], [-2.1354, -6.1260, -1.5723], [-4.5414, -6.1074, -2.0189], [-5.8261, -3.9866, -2.0267], [-5.3835, -1.1545, -1.6215], [4.0242, -1.0746, -3.4515], [5.9618, 0.3859, -3.9294], [5.9742, 2.7563, -3.3910], [3.9520, 3.8217, -2.3921], [-0.1915, 3.4435, -1.8195], [1.9197, 2.7795, 3.2598], [2.0031, 3.2055, 1.8652], [2.3116, 4.6071, 1.5920], [1.7101, 2.3281, 0.8895], [1.3555, 1.0797, 1.0849], [1.7742, 2.8217, -0.3871], [1.4594, 2.1999, -1.6455], [2.6802, 2.7680, -3.7980], [0.7792, 0.8886, -1.6892], [2.3786, 3.5332, 3.8903], [2.4685, 1.8520, 3.4296], [0.8796, 2.6513, 3.5742], [2.2970, 5.1583, 2.5259], [1.5616, 5.0710, 0.9466], [3.3046, 4.7254, 1.1517], [1.4757, 0.8388, 2.0642], [2.0243, 3.7932, -0.4750], [1.9223, 3.4599, -3.7836], [2.8050, 2.3058, -4.6950], [1.2710, -0.8025, -2.7064], [-2.9804, 4.8404, 2.3069], [-3.5724, 3.8607, 3.0966], [-3.1401, 2.5512, 3.0238], [-2.1040, 2.2047, 2.1456], [-1.5214, 3.1930, 1.3427], [-1.9567, 4.5012, 1.4290], [-1.6066, 0.8881, 2.0332], [-1.8482, 0.1861, 3.0547], [-1.5395, -1.1626, 3.0948], [-1.5533, -1.7505, 4.3591], [-1.3341, -3.1117, 4.4732], [-1.1660, -3.8510, 3.3119], [-1.1690, -3.1925, 2.0934], [-1.3124, -1.8713, 1.9668], [-3.3177, 5.8658, 2.3749], [-4.3770, 4.1186, 3.7717], [-3.6028, 1.7793, 3.6204], [-0.6959, 2.9199, 0.6938], [-1.5026, 5.2702, 0.8174], [-1.7435, -1.1194, 5.2163], [-1.3222, -3.5944, 5.4411], [-1.0461, -4.9247, 3.3438], [-1.0620, -3.7551, 1.1748], [3.5916, -5.6644, 0.5569], [2.8699, -4.5470, 0.4369], [2.2589, -4.1852, -0.7838], [1.4976, -3.0511, -0.8475], [1.2828, -2.2100, 0.1846], [1.9011, -2.5407, 1.3372], [2.6707, -3.6575, 1.5144], [3.7243, -6.2809, -0.2262], [4.0366, -5.9155, 1.4232], [2.3908, -4.8024, -1.6631], [1.0096, -2.7990, -1.7825], [1.7604, -1.8575, 2.1701], [3.1289, -3.8546, 2.4749]],
  "s2": 0.7507,
  "orbital_gap_ev": [4.5, 4.5],
  "lumo_energy_ev": [-8.93, -8.92],
  "relative_energy_kj_mol": 831.8,
  "charge": 3,
  "e_homo_ev": [-13.40, -13.40],
  "spin_multiplicity": 2,
  "e_tot_ha": -2692.0493
}

---

{
  "formula": "H12O6",
  "method": "ωB97M-V/def2-TZVPD",
  "symbols": ["O", "H", "H", "O", "H", "H", "O", "H", "H", "O", "H", "H", "O", "H", "H", "O", "H", "H"],
  "xyz": [[1.2776, 2.5760, -1.9867], [1.2046, 1.6194, -1.8951], [2.1389, 2.7168, -2.3915], [-0.1676, 0.1954, -0.1511], [0.2426, 0.0082, -1.0048], [-0.1302, -0.6420, 0.3322], [0.5944, -0.0339, -3.0807], [0.0784, -0.3601, -3.8255], [1.4374, -0.4999, -3.1457], [0.1227, -3.6736, 0.8294], [-0.7069, -3.2618, 1.0984], [0.5667, -3.8835, 1.6575], [-0.8136, -0.5861, 2.7146], [-1.1906, -0.6954, 3.5918], [-1.0734, 0.3178, 2.4398], [-1.0815, 2.0630, 1.9861], [-0.8651, 1.4239, 1.2859], [-1.6346, 2.7158, 1.5451]],
  "orbital_gap_ev": 11.3,
  "lumo_energy_ev": 0.29,
  "relative_energy_kj_mol": 126.9,
  "charge": 0,
  "smiles": "O.O.O.O.O.O",
  "e_homo_ev": -11.03,
  "e_tot_ha": -458.6241
}

---

{
  "formula": "C5H8O4",
  "method": "ωB97M-V/def2-TZVPD",
  "symbols": ["C", "C", "O", "O", "H", "H", "H", "C", "C", "C", "O", "O", "H", "H", "H", "H", "H"],
  "xyz": [[-0.9195, 1.1683, -1.8986], [-0.0160, 0.4950, -3.0055], [1.0778, 0.9489, -2.8961], [-0.3559, -0.2817, -3.9131], [-1.9211, 1.4062, -2.1465], [-0.3927, 2.0376, -1.7044], [-0.9313, 0.6140, -1.0181], [0.9915, -0.5752, 1.9547], [0.8148, -2.1592, 1.4942], [-0.3189, 0.0734, 2.5817], [-1.3279, -0.5765, 2.3849], [-0.0662, 1.1323, 3.1792], [1.7515, -0.4731, 2.8231], [1.4116, 0.0729, 1.2246], [1.2440, -2.1888, 0.4573], [-0.2877, -2.4174, 1.2788], [1.1915, -2.8499, 2.2875]],
  "orbital_gap_ev": 7.7,
  "lumo_energy_ev": 6.58,
  "relative_energy_kj_mol": 145.2,
  "charge": -2,
  "e_homo_ev": -1.12,
  "e_tot_ha": -496.2705
}